Entry 1:
Entry from the Open Molecules 2025 dataset: the molecule C5H7NO in a non-equilibrium geometry (wB97M-V/def2-TZVPD).

Results
LUMO (eV): 0.84
HOMO energy (Ha): -0.40923
Energy relative to the best compared isomer or geometry (same formula, charge and spin) (kcal per mole): 50.7
SMILES string: CC[C@@]1(C#N)CO1
Orbital gap (hartree): 0.4402

The geometry in XYZ format:
```
14
Properties=species:S:1:pos:R:3:forces:R:3
C -1.8505 0.1783 -0.1395 0.0 -0.1 0.2
C -0.5937 -0.6131 0.2972 0.3 -0.1 0.1
C 0.8257 -0.1022 -0.1347 -0.5 0.2 0.0
C 0.5808 0.9049 -1.1602 -0.6 0.8 -0.6
N 0.0293 1.6718 -1.8272 1.0 -0.4 0.2
C 2.0983 -0.0419 0.6398 -0.2 0.1 0.2
O 1.8883 -1.0165 -0.3643 -0.4 -0.1 -0.1
H -1.8845 1.2230 0.1915 0.2 -0.3 0.0
H -2.6564 -0.3622 0.3612 -0.2 0.2 -0.1
H -2.0703 0.1677 -1.2147 0.4 -0.1 0.3
H -0.6453 -0.6795 1.3875 0.3 -0.1 -0.1
H -0.7309 -1.6235 -0.1085 0.4 0.1 0.1
H 2.8611 0.7114 0.4089 -0.4 -0.1 0.0
H 2.1480 -0.4180 1.6630 -0.3 0.0 -0.2
```
Forces are in eV/Å.

***

Entry 2:
Entry from the Open Molecules 2025 dataset: a cluster of 2 separate species, C5H7NO in total (wB97M-V/def2-TZVPD).

Results
LUMO (eV): 0.58
HOMO energy (Ha): -0.32449
Energy relative to the best compared isomer or geometry (same formula, charge and spin) (kcal per mole): 72.6
SMILES string: C#C/C=C\NC=O.[H][H]
Orbital gap (hartree): 0.3459

The geometry in XYZ format:
```
14
Properties=species:S:1:pos:R:3:forces:R:3
C -2.4686 0.6836 1.1983 0.5 0.3 -0.2
C -1.4960 1.0157 0.5609 -0.5 -0.3 0.1
C -0.3381 1.3197 -0.2213 -0.3 0.0 -0.4
C 0.5663 0.3843 -0.5294 -0.1 -0.3 -0.5
N 0.4232 -0.9439 -0.1637 0.0 0.1 0.0
C 1.3325 -1.9334 -0.4592 0.3 0.1 -0.1
O 2.4084 -1.7537 -0.9869 -0.6 0.0 0.2
H -3.3157 0.4473 1.8026 0.1 0.0 -0.1
H -0.2488 2.3094 -0.6483 0.1 0.0 0.2
H 1.4509 0.5862 -1.1170 0.0 0.1 0.0
H -0.4487 -1.1793 0.2930 0.2 -0.2 0.0
H 0.9720 -2.9353 -0.1631 0.0 0.2 0.0
H 1.4496 0.5340 1.9756 0.3 -0.1 0.3
H 0.8198 0.8814 1.8320 0.0 0.1 0.3
```
Forces are in eV/Å.

***

Entry 3:
Entry from the Open Molecules 2025 dataset: a structure of composition C5H7NO (wB97M-V/def2-TZVPD).

Results
LUMO (eV): 0.88
HOMO energy (Ha): -0.35890
Energy relative to the best compared isomer or geometry (same formula, charge and spin) (kcal per mole): 66.6
Orbital gap (hartree): 0.3911

The geometry in XYZ format:
```
14
Properties=species:S:1:pos:R:3:forces:R:3
O -1.2103 -1.4867 -0.9532 0.0 0.1 -0.1
C -0.3418 -1.1935 0.1033 0.2 0.0 0.3
C 1.0445 -0.6532 -0.1537 0.2 -0.3 -0.3
C 0.9491 0.8325 -0.2389 0.2 0.3 -0.2
C -0.4954 1.2520 -0.0423 -0.1 0.0 -0.1
C -0.5112 0.0860 0.9483 -0.4 0.0 0.2
N 1.0197 0.1678 1.0874 0.1 0.0 0.2
H -1.0988 -0.8065 -1.6276 -0.1 -0.1 0.0
H -0.3085 -2.0773 0.7458 0.0 0.1 -0.1
H 1.9347 -1.1960 -0.4590 -0.1 0.1 0.0
H 1.7747 1.4349 -0.6078 -0.1 -0.1 0.1
H -1.2007 1.2331 -0.8825 0.1 0.0 0.1
H -0.5567 2.2164 0.4680 0.0 -0.1 0.0
H -1.1312 0.1033 1.8445 0.1 0.0 -0.2
```
Forces are in eV/Å.